[1]
17
Properties=species:S:1:pos:R:3 method="wB97M-V/def2-TZVPD" orbital_gap_ev="4.08 / 4.08" charge=0 relative_energy_kcal_mol=77.6 multiplicity=1
C 3.434 2.568 1.478
C 0.193 0.190 0.723
C 1.198 1.004 0.194
C 0.182 -1.228 0.418
C 2.114 0.522 -0.670
C 1.440 -1.924 0.006
C 2.106 -0.947 -1.084
N 2.889 3.452 1.881
F -0.380 -1.923 1.451
F 3.146 1.269 -1.164
F 1.276 -3.081 -0.592
F 2.223 -2.114 1.088
F 3.303 -1.473 -1.451
F 1.255 -1.052 -2.174
H -0.409 0.510 1.448
H 1.191 2.072 0.512
H -0.480 -1.453 -0.421

---

[2]
135
Properties=species:S:1:pos:R:3 method="wB97M-V/def2-TZVPD" orbital_gap_ev=9.43 charge=0 smiles="O=C=NC(=O)O[C@@](F)(CC=O)CCCCS(=O)(=O)Cl.CCOCC.CCOCC.CCOCC.CCOCC.CCOCC.CCOCC.CCOCC" multiplicity=1
O 3.418 -4.520 -2.875
C 3.175 -3.892 -3.812
N 2.861 -3.107 -4.706
C 3.420 -1.801 -4.569
O 4.108 -1.339 -5.419
O 3.117 -1.063 -3.455
C 1.735 -0.929 -3.173
F 1.255 -2.149 -2.718
C 1.650 0.040 -1.974
C 1.882 -0.731 -0.674
O 1.362 -0.377 0.352
C 0.924 -0.398 -4.342
C -0.618 -0.418 -4.111
C -1.315 -1.554 -4.877
C -1.318 -2.911 -4.165
S -2.284 -2.911 -2.642
O -3.077 -4.106 -2.646
O -3.033 -1.696 -2.526
Cl -1.040 -3.016 -1.033
H 0.671 0.505 -1.900
H 2.455 0.770 -2.075
H 2.550 -1.610 -0.649
H 1.250 0.632 -4.501
H 1.099 -0.942 -5.275
H -0.976 0.515 -4.556
H -0.889 -0.386 -3.056
H -0.808 -1.690 -5.837
H -2.340 -1.268 -5.114
H -0.321 -3.332 -4.032
H -1.842 -3.622 -4.808
C -0.866 2.854 -8.017
C -1.037 1.500 -8.684
O -1.739 0.556 -7.893
C -3.066 0.908 -7.532
C -3.983 1.133 -8.721
H -0.354 2.747 -7.058
H -0.277 3.516 -8.653
H -1.823 3.341 -7.826
H -0.055 1.064 -8.866
H -1.517 1.606 -9.663
H -3.061 1.784 -6.873
H -3.448 0.076 -6.939
H -3.655 1.969 -9.339
H -4.996 1.349 -8.379
H -4.011 0.245 -9.354
C 2.905 0.845 -9.093
C 3.689 2.148 -9.080
O 4.352 2.399 -7.857
C 5.312 1.432 -7.463
C 6.456 1.259 -8.449
H 2.177 0.831 -8.280
H 2.375 0.734 -10.041
H 3.552 -0.024 -8.969
H 3.002 2.984 -9.221
H 4.397 2.183 -9.915
H 4.823 0.475 -7.262
H 5.713 1.781 -6.511
H 6.111 0.893 -9.417
H 7.180 0.542 -8.061
H 6.963 2.211 -8.617
C 2.732 3.368 4.575
C 1.218 3.294 4.666
O 0.563 3.317 3.412
C 0.880 2.264 2.516
C 0.561 0.879 3.044
H 3.039 4.264 4.033
H 3.171 3.396 5.574
H 3.152 2.508 4.051
H 0.849 4.165 5.211
H 0.908 2.414 5.240
H 1.932 2.327 2.212
H 0.286 2.450 1.620
H 1.145 0.635 3.934
H 0.782 0.134 2.281
H -0.495 0.806 3.313
C -4.629 -6.437 3.348
C -4.070 -5.075 2.981
O -3.232 -5.082 1.839
C -3.825 -5.519 0.628
C -5.011 -4.680 0.186
H -3.819 -7.150 3.511
H -5.219 -6.365 4.262
H -5.272 -6.844 2.565
H -3.450 -4.712 3.802
H -4.879 -4.346 2.853
H -4.103 -6.577 0.701
H -3.044 -5.454 -0.129
H -5.834 -4.725 0.902
H -5.384 -5.036 -0.775
H -4.720 -3.634 0.080
C 6.453 3.274 10.347
C 5.228 3.254 9.450
O 5.483 3.665 8.119
C 6.424 2.894 7.395
C 6.030 1.435 7.243
H 6.898 4.270 10.364
H 6.178 2.998 11.366
H 7.220 2.576 10.009
H 4.487 3.954 9.837
H 4.757 2.265 9.459
H 7.419 2.985 7.846
H 6.490 3.348 6.405
H 5.967 0.925 8.205
H 6.764 0.905 6.635
H 5.054 1.354 6.763
C -2.103 -3.707 7.427
C -3.562 -4.030 7.158
O -3.802 -5.391 6.850
C -3.444 -6.333 7.844
C -4.171 -6.143 9.165
H -1.486 -3.991 6.573
H -1.981 -2.638 7.605
H -1.720 -4.236 8.301
H -3.900 -3.466 6.288
H -4.191 -3.712 7.998
H -2.359 -6.334 7.996
H -3.701 -7.310 7.432
H -3.933 -5.185 9.629
H -3.890 -6.930 9.865
H -5.251 -6.179 9.014
C -4.314 6.930 1.012
C -4.310 5.422 0.822
O -3.068 4.901 0.393
C -1.965 5.119 1.259
C -2.133 4.524 2.645
H -4.019 7.432 0.090
H -5.311 7.271 1.293
H -3.622 7.244 1.795
H -5.027 5.157 0.043
H -4.641 4.916 1.735
H -1.741 6.190 1.324
H -1.109 4.652 0.771
H -2.970 4.973 3.184
H -1.233 4.683 3.230
H -2.319 3.450 2.580

---

[3]
95
Properties=species:S:1:pos:R:3 method="wB97M-V/def2-TZVPD" orbital_gap_ev="3.45 / 5.96" charge=0 s_squared=0.783 multiplicity=2
Ti 0.231 0.044 0.220
Cl -0.608 -1.428 -2.823
C -0.229 0.255 -2.888
C 0.131 0.927 -1.708
C 0.395 2.292 -1.865
Cl 0.775 3.194 -0.449
C 0.319 2.956 -3.086
Cl 0.623 4.644 -3.184
C -0.027 2.242 -4.227
Cl -0.092 3.033 -5.751
C -0.319 0.886 -4.127
Cl -0.798 0.014 -5.531
C -0.922 -7.286 1.648
C -1.053 -6.725 0.235
N -1.148 -5.278 0.226
C 0.014 -4.558 0.130
C 0.048 -3.205 0.110
C 1.398 -2.540 -0.039
O 2.407 -3.175 0.186
O 1.341 -1.309 -0.438
C -1.164 -2.447 0.164
O -1.175 -1.134 0.136
C -2.371 -3.191 0.280
C -3.612 -2.523 0.341
C -4.775 -3.237 0.484
F -5.962 -2.568 0.514
C -4.785 -4.614 0.611
C -3.550 -5.293 0.544
C -2.357 -4.613 0.353
N -5.962 -5.396 0.811
C -6.383 -6.247 -0.279
C -7.119 -7.441 0.316
N -8.295 -6.911 1.082
C -7.866 -5.952 2.155
C -7.088 -4.815 1.501
H -0.846 -8.373 1.620
H -1.783 -7.011 2.259
H -0.027 -6.884 2.121
H -1.924 -7.147 -0.270
H -0.173 -7.000 -0.346
H 0.939 -5.112 0.062
H -3.633 -1.451 0.225
H -3.576 -6.368 0.648
H -5.507 -6.586 -0.828
H -7.051 -5.730 -0.993
H -6.468 -7.966 1.013
H -7.466 -8.135 -0.449
H -8.840 -7.674 1.480
H -8.889 -6.398 0.425
H -7.221 -6.490 2.847
H -8.748 -5.588 2.681
H -6.729 -4.138 2.272
H -7.758 -4.243 0.838
O 3.868 0.215 1.572
C 2.664 0.136 1.534
O 1.859 0.790 0.759
C 1.921 -0.709 2.568
C 2.552 -1.058 3.774
C 1.808 -1.603 4.776
C 0.420 -1.790 4.590
C -0.436 -2.293 5.595
C -1.772 -2.448 5.356
C -2.322 -2.056 4.121
C -1.529 -1.540 3.134
C -0.132 -1.435 3.331
N 0.646 -0.929 2.334
H 3.611 -0.869 3.868
H 2.266 -1.877 5.719
H -0.022 -2.546 6.564
H -2.420 -2.850 6.124
H -3.388 -2.144 3.952
H -1.954 -1.152 2.220
C -3.827 0.328 -2.779
O -3.770 0.244 -1.361
P -2.709 1.166 -0.501
O -3.405 0.904 0.948
C -4.782 1.184 1.191
O -3.430 2.577 -0.980
C -2.852 3.859 -0.753
H -4.858 0.122 -3.068
H -3.164 -0.407 -3.239
H -3.560 1.328 -3.125
H -4.864 1.483 2.236
H -5.390 0.296 1.010
H -5.138 1.992 0.554
H -3.569 4.588 -1.130
H -1.910 3.974 -1.291
H -2.685 4.045 0.304
O -0.653 1.285 1.309
N -0.122 1.505 2.482
C -0.387 2.579 3.146
C -1.275 3.632 2.763
N -1.998 4.465 2.442
C 0.297 2.699 4.397
N 0.852 2.790 5.399

---

[4]
12
Properties=species:S:1:pos:R:3 method="wB97M-V/def2-TZVPD" orbital_gap_ev=10.88 charge=0 relative_energy_kcal_mol=82.5 smiles="C=NOCC" multiplicity=1
C -0.389 -1.331 -0.832
N 0.320 -0.404 -1.286
O 0.834 0.467 -0.441
C 0.471 0.408 0.911
C -0.942 0.792 1.151
H -0.990 -1.996 -1.586
H -0.649 -1.434 0.188
H 0.710 -0.596 1.356
H 1.055 1.131 1.492
H -0.981 1.826 0.859
H -1.640 0.236 0.626
H -1.251 0.710 2.212

---

[5]
17
Properties=species:S:1:pos:R:3 method="wB97M-V/def2-TZVPD" orbital_gap_ev=9.17 charge=+1 relative_energy_kcal_mol=59.9 smiles="C/C=C/[n+]1cc(N)on1" multiplicity=1
C 0.404 3.405 0.052
C 0.294 1.998 0.462
C 0.052 0.988 -0.382
N -0.043 -0.333 0.042
C -0.264 -1.404 -0.760
C -0.274 -2.492 0.110
N -0.442 -3.792 -0.066
O -0.063 -1.996 1.342
N 0.076 -0.673 1.279
H 1.383 3.792 0.339
H -0.327 4.002 0.598
H 0.259 3.538 -1.016
H 0.420 1.779 1.515
H -0.084 1.123 -1.444
H -0.392 -1.348 -1.819
H -0.594 -4.176 -0.983
H -0.404 -4.412 0.728

---

[6]
9
Properties=species:S:1:pos:R:3 method="wB97M-V/def2-TZVPD" orbital_gap_ev=10.05 charge=0 relative_energy_kcal_mol=103.8 multiplicity=1
C 2.202 0.480 0.313
C 1.252 -0.284 0.206
N -0.415 -1.208 -0.128
Si -1.379 0.230 0.095
H 3.227 0.793 0.351
H 0.013 -1.582 -0.947
H -2.519 0.292 -0.888
H -0.625 1.340 -0.472
H -1.755 -0.060 1.470

---

[7]
73
Properties=species:S:1:pos:R:3 method="wB97M-V/def2-TZVPD" orbital_gap_ev="7.22 / 8.60" charge=0 relative_energy_kcal_mol=0.6 s_squared=6.195 multiplicity=5
Mn 0.258 0.070 -0.388
C -3.878 -1.317 -0.568
C -2.768 -1.909 -1.447
C -3.307 -3.066 -2.283
C -2.197 -0.818 -2.298
C -2.680 -0.345 -3.522
C -1.925 0.775 -3.799
N -1.036 0.946 -2.817
N -1.188 -0.037 -1.893
B -0.277 2.235 -2.437
N -0.820 2.695 -1.060
C -1.437 3.845 -0.776
C -1.710 3.874 0.574
C -1.201 2.672 1.077
N -0.675 1.956 0.076
C -1.244 2.234 2.513
C 0.145 1.933 3.079
C -2.211 1.067 2.707
N 1.237 2.015 -2.305
C 2.197 2.635 -3.003
C 3.397 2.435 -2.367
C 3.090 1.671 -1.231
N 1.781 1.405 -1.214
C 4.077 1.320 -0.152
C 3.428 0.898 1.157
C 5.113 0.303 -0.640
H -4.243 -2.066 0.135
H -4.714 -0.984 -1.187
H -3.515 -0.461 0.004
H -1.982 -2.280 -0.793
H -4.138 -2.736 -2.910
H -3.682 -3.854 -1.630
H -2.539 -3.492 -2.928
H -3.480 -0.756 -4.111
H -1.972 1.475 -4.616
H -0.493 3.071 -3.267
H -1.633 4.561 -1.556
H -2.189 4.657 1.136
H -1.632 3.097 3.061
H 0.592 1.063 2.604
H 0.074 1.740 4.151
H 0.813 2.784 2.933
H -1.873 0.194 2.150
H -3.212 1.323 2.357
H -2.273 0.792 3.761
H 1.948 3.198 -3.887
H 4.364 2.815 -2.647
H 4.616 2.256 0.034
H 2.969 -0.083 1.081
H 2.659 1.610 1.463
H 4.178 0.851 1.947
H 4.652 -0.662 -0.843
H 5.880 0.160 0.122
H 5.602 0.644 -1.554
F -0.389 -4.459 5.208
C -0.158 -3.567 4.241
C -1.149 -3.240 3.335
F -2.350 -3.818 3.416
C -0.897 -2.313 2.342
F -1.881 -2.030 1.471
C 0.334 -1.672 2.195
O 0.571 -0.774 1.267
C 1.315 -2.032 3.128
F 2.526 -1.466 3.057
C 1.078 -2.955 4.129
F 2.046 -3.260 4.996
F 1.589 -1.032 -2.644
C 1.324 -1.434 -1.377
F 2.507 -1.534 -0.723
C 0.771 -2.870 -1.481
F 0.216 -3.262 -0.328
F -0.151 -2.956 -2.443
F 1.747 -3.731 -1.778

---

[8]
9
Properties=species:S:1:pos:R:3 method="wB97M-V/def2-TZVPD" orbital_gap_ev=9.21 charge=0 relative_energy_kcal_mol=111.0 multiplicity=1
O 1.544 -0.121 -0.059
C 0.660 0.823 -0.269
C 0.679 1.989 -1.050
O -0.537 0.855 0.063
C -1.442 -1.839 0.478
N -0.357 -2.223 0.538
H 1.090 -0.909 0.312
H 0.806 2.888 -0.435
H -2.444 -1.461 0.423

---

[9]
8
Properties=species:S:1:pos:R:3 method="wB97M-V/def2-TZVPD" orbital_gap_ev=9.25 charge=0 relative_energy_kcal_mol=75.7 multiplicity=1
C 1.788 -0.997 0.228
C -0.768 1.240 -0.162
O -1.778 -1.124 -0.142
P 0.944 -2.179 -0.317
S -1.653 0.105 0.653
H -0.516 1.847 0.687
H -0.458 1.315 -1.200
H 2.441 -0.207 0.253

---

| no. | DFT total energy (a.u.) |
| --- | --- |
| 1 | -922.2565 |
| 2 | -3449.3402 |
| 3 | -6120.0114 |
| 4 | -248.3950 |
| 5 | -434.5006 |
| 6 | -423.2531 |
| 7 | -3585.9726 |
| 8 | -321.2008 |
| 9 | -892.6430 |